{
  "formula": "C28H19BrCl5FeN3O2",
  "method": "the ωB97M-V functional and the def2-TZVPD basis",
  "species": ["Fe", "C", "C", "C", "C", "C", "C", "C", "H", "H", "H", "H", "H", "H", "H", "H", "C", "O", "C", "C", "C", "Br", "C", "C", "C", "O", "C", "N", "C", "C", "C", "C", "C", "C", "N", "H", "H", "H", "H", "H", "H", "H", "H", "H", "H", "H", "Cl", "C", "C", "C", "Cl", "C", "Cl", "C", "Cl", "C", "Cl", "N", "C"],
  "coordinates": [[-0.070444, 0.983961, 1.517645], [-1.166451, 3.746981, 2.700879], [-1.304220, 2.261890, 2.889030], [-0.416464, 1.556795, 3.735238], [-0.570544, 0.134058, 3.806651], [-1.553719, -0.551963, 3.166967], [-2.713055, 0.174807, 2.521636], [-2.231290, 1.554581, 2.127729], [-1.833730, 4.264575, 3.392571], [-1.438724, 4.039591, 1.687095], [-0.146173, 4.074005, 2.898188], [0.358017, 2.065166, 4.286799], [0.176925, -0.438740, 4.343466], [-1.595888, -1.631242, 3.225723], [-3.602731, 0.193070, 3.176793], [-2.864193, 2.103864, 1.441069], [2.762364, -0.716318, 2.938806], [1.793149, -0.676488, 1.899548], [1.966947, -1.523726, 0.852674], [3.053012, -2.358246, 0.670173], [3.097327, -3.174095, -0.457536], [4.589005, -4.312004, -0.698850], [2.089680, -3.166344, -1.391916], [0.987979, -2.324085, -1.209914], [0.927645, -1.505110, -0.082789], [-0.102598, -0.665056, 0.159282], [-0.118701, -2.276227, -2.161980], [-1.145277, -1.479688, -1.997803], [-1.998411, -1.722207, -3.056882], [-3.238003, -1.165801, -3.358907], [-3.869366, -1.610215, -4.501204], [-3.291086, -2.587085, -5.327228], [-2.065639, -3.152276, -5.035064], [-1.434826, -2.700565, -3.882607], [-0.232426, -3.038610, -3.284954], [2.801223, -1.715559, 3.379440], [2.437126, 0.010693, 3.675425], [3.745221, -0.426343, 2.562618], [3.862842, -2.390803, 1.382130], [2.160987, -3.808691, -2.257464], [-0.782089, -0.758224, -0.609602], [-3.682652, -0.429008, -2.706612], [-4.835588, -1.204447, -4.767450], [-3.821405, -2.907561, -6.213143], [-1.625714, -3.907651, -5.671358], [0.426030, -3.721163, -3.612650], [3.062585, 2.666969, 2.651789], [2.439909, 3.003734, 1.055158], [1.244048, 2.419536, 0.673596], [0.797051, 2.794262, -0.586769], [-0.762484, 2.155147, -1.077629], [1.476340, 3.640391, -1.455315], [0.849718, 4.025257, -3.011712], [2.690167, 4.175836, -1.030695], [3.579813, 5.221034, -2.067678], [3.172103, 3.865070, 0.239665], [4.664591, 4.545284, 0.769713], [-3.530733, -1.091742, 0.374917], [-3.167181, -0.539274, 1.313299]],
  "forces_ev_per_angstrom": [[0.342, 0.080, 0.419], [0.058, -0.025, 0.045], [-0.048, -0.079, 0.109], [-0.160, -0.095, -0.027], [-0.019, 0.114, 0.072], [0.043, 0.001, 0.012], [-0.165, -0.074, 0.006], [0.016, 0.042, -0.187], [-0.003, 0.002, 0.006], [-0.010, 0.000, -0.020], [0.016, 0.014, -0.004], [0.014, 0.026, 0.014], [0.016, -0.005, -0.007], [0.059, -0.021, -0.055], [0.076, 0.055, 0.090], [0.075, 0.037, -0.044], [0.070, 0.012, 0.064], [-0.045, 0.039, -0.035], [0.017, -0.066, -0.033], [0.005, -0.005, 0.040], [-0.037, 0.022, -0.027], [-0.003, -0.001, -0.001], [0.037, 0.034, 0.083], [0.004, 0.031, 0.035], [0.032, -0.034, -0.131], [-0.339, -0.068, -0.295], [0.033, 0.009, 0.075], [0.041, 0.059, 0.139], [-0.012, -0.028, -0.038], [0.007, -0.007, -0.007], [-0.004, -0.012, -0.015], [0.001, 0.002, -0.001], [-0.013, 0.004, -0.004], [-0.024, 0.004, -0.026], [-0.029, 0.052, 0.024], [0.008, 0.022, -0.004], [0.020, -0.019, 0.009], [-0.023, -0.005, 0.017], [0.005, 0.022, 0.015], [0.004, -0.017, -0.014], [0.162, -0.060, 0.079], [-0.010, 0.025, 0.038], [-0.013, 0.006, -0.007], [-0.014, -0.008, -0.023], [0.008, -0.018, -0.017], [0.002, -0.004, -0.001], [0.002, -0.035, 0.040], [0.025, -0.039, 0.063], [-0.165, -0.091, -0.310], [-0.027, 0.014, 0.004], [-0.017, 0.110, -0.204], [-0.004, -0.004, 0.031], [-0.002, -0.005, 0.013], [-0.019, -0.008, -0.021], [0.001, 0.005, 0.003], [0.032, 0.029, 0.003], [-0.015, -0.006, 0.010], [-0.004, -0.024, -0.140], [-0.006, -0.012, 0.136]],
  "multiplicity": 5,
  "e_lumo_ha": [-0.005, -0.005]
}

{
  "formula": "C28H20AuF9IN5P",
  "method": "the ωB97M-V functional and the def2-TZVPD basis",
  "species": ["Au", "N", "N", "N", "C", "N", "N", "H", "H", "H", "F", "C", "F", "F", "C", "C", "C", "C", "C", "C", "P", "C", "C", "C", "C", "C", "C", "C", "F", "F", "F", "C", "C", "C", "C", "C", "C", "C", "F", "F", "F", "H", "H", "H", "H", "H", "H", "H", "H", "H", "H", "H", "H", "I", "C", "C", "C", "C", "C", "C", "H", "H", "H", "H", "H"],
  "coordinates": [[-0.301110, 0.878931, 0.220461], [4.969534, -1.839323, -1.995167], [4.031377, -0.905408, -1.560013], [4.295053, 0.373323, -1.485360], [3.108628, 0.840838, -1.093870], [2.199941, -0.127181, -0.949042], [2.813796, -1.251237, -1.259354], [5.868248, -1.525894, -1.647355], [4.704735, -2.723848, -1.575321], [2.900508, 1.882483, -0.921028], [-4.606076, -5.828425, -5.000999], [-4.480382, -6.078506, -3.686335], [-3.964011, -7.320472, -3.571904], [-5.731064, -6.145551, -3.182361], [-3.642469, -5.057559, -2.977292], [-3.293232, -5.288484, -1.647695], [-2.534578, -4.357610, -0.966566], [-2.108928, -3.183961, -1.594063], [-2.469460, -2.969820, -2.918801], [-3.236159, -3.901571, -3.615099], [-1.141688, -1.819547, -0.759221], [-2.443558, -1.529607, 0.526624], [-3.360025, -0.522832, 0.232234], [-4.371759, -0.201149, 1.125652], [-4.472218, -0.889054, 2.324374], [-3.577382, -1.907483, 2.623253], [-2.575313, -2.228069, 1.724214], [-5.499827, -0.516192, 3.348345], [-6.407990, 0.358575, 2.882710], [-6.186002, -1.593182, 3.792158], [-4.942947, 0.046963, 4.441142], [0.110940, -2.865719, 0.094818], [0.760114, -3.855115, -0.644081], [1.846615, -4.539364, -0.125266], [2.312134, -4.226055, 1.143505], [1.676169, -3.248727, 1.896486], [0.580261, -2.580487, 1.377036], [3.507028, -4.917820, 1.721291], [4.152710, -5.683482, 0.818840], [4.414048, -4.041828, 2.203636], [3.185400, -5.727685, 2.753270], [-3.619940, -6.195616, -1.154216], [-2.263112, -4.546925, 0.064977], [-2.146442, -2.059710, -3.411623], [-3.509703, -3.724986, -4.646054], [-3.261854, 0.035110, -0.693095], [-5.063175, 0.597997, 0.896876], [-3.658001, -2.441768, 3.561815], [-1.882442, -3.021002, 1.975867], [0.425579, -4.083737, -1.649216], [2.337809, -5.305238, -0.710207], [2.042686, -2.990247, 2.882671], [0.114336, -1.799193, 1.962058], [-0.895713, 1.866524, -2.203525], [0.159073, 0.323773, 5.061888], [1.266286, 0.180892, 4.233522], [1.139316, 0.353842, 2.858709], [-0.087592, 0.664626, 2.250207], [-1.178747, 0.824618, 3.116712], [-1.064809, 0.654861, 4.494248], [0.251312, 0.187440, 6.133150], [2.232319, -0.071306, 4.658889], [2.019951, 0.223750, 2.236927], [-2.148817, 1.085160, 2.706099], [-1.938879, 0.783467, 5.123969]],
  "forces_ev_per_angstrom": [[-0.197, 0.702, 0.158], [-0.076, 0.147, -0.139], [0.080, -0.167, -0.020], [-0.067, 0.042, 0.010], [-0.051, 0.040, 0.001], [0.207, -0.301, -0.121], [-0.024, 0.165, 0.108], [-0.011, -0.096, 0.085], [0.061, 0.012, 0.068], [-0.002, -0.017, -0.002], [-0.004, 0.000, -0.011], [0.026, 0.037, 0.019], [0.005, -0.026, -0.001], [-0.014, -0.004, 0.008], [-0.009, -0.027, 0.030], [-0.008, -0.002, -0.007], [0.047, -0.023, -0.001], [0.094, 0.105, -0.183], [0.002, -0.023, -0.033], [0.027, 0.062, 0.015], [-0.382, -0.605, 0.257], [0.160, 0.038, 0.027], [-0.017, 0.043, 0.006], [0.007, 0.004, -0.059], [0.031, 0.006, 0.043], [-0.009, -0.014, -0.009], [0.012, -0.046, 0.005], [0.018, -0.032, -0.061], [-0.023, 0.006, -0.001], [-0.012, -0.001, 0.014], [0.001, 0.010, 0.023], [-0.036, 0.002, -0.055], [-0.033, -0.007, 0.004], [0.005, -0.015, 0.006], [0.039, 0.015, -0.032], [-0.032, 0.039, -0.002], [0.005, 0.083, -0.016], [-0.086, 0.006, 0.008], [0.020, -0.016, -0.010], [0.028, 0.002, -0.001], [0.011, -0.016, -0.002], [0.011, 0.001, -0.003], [-0.006, 0.017, -0.004], [-0.007, -0.008, -0.004], [0.007, 0.011, -0.003], [0.035, 0.041, 0.042], [-0.003, -0.004, -0.010], [0.005, 0.007, -0.003], [-0.006, 0.029, -0.002], [0.002, -0.012, 0.012], [0.005, 0.011, -0.017], [-0.011, 0.004, -0.001], [0.030, -0.012, -0.023], [0.045, -0.045, -0.009], [-0.005, 0.013, -0.058], [-0.039, 0.015, -0.028], [-0.031, 0.017, 0.055], [0.118, -0.135, -0.059], [0.035, -0.037, 0.035], [0.023, 0.023, -0.045], [-0.004, -0.005, -0.004], [0.005, 0.015, 0.003], [-0.004, -0.018, -0.003], [0.005, -0.038, 0.004], [0.001, -0.016, -0.003]],
  "relative_energy_kcal_mol": 19.6,
  "total_charge": -1,
  "e_lumo_ha": 0.087
}